# 1
{"formula": "C2H11NO2S2", "method": "wB97M-V/def2-TZVPD", "largest_force_ha_per_bohr": 0.0479, "homo_energy_ev": [-0.6122, -3.6917], "multiplicity": 2, "total_charge": -1, "elements": ["N", "C", "C", "S", "S", "H", "H", "H", "H", "H", "H", "H", "H", "H", "O", "H", "H", "O"], "coordinates": [[-0.19421, 0.59481, 2.22512], [-1.02308, 0.58783, 1.01636], [-0.37955, 1.40385, -0.08508], [-1.36785, 1.42980, -1.59999], [0.29800, 1.27201, -3.14942], [-0.71718, 0.60399, 3.08788], [0.42089, -0.20121, 2.22240], [-2.03840, 0.92272, 1.27192], [-1.12087, -0.44253, 0.63706], [0.60744, 0.95390, -0.28777], [-0.17364, 2.39672, 0.26283], [0.66513, 2.55968, -3.26023], [0.22125, -2.85264, 1.58709], [0.94713, -2.35727, 0.40285], [0.73138, -2.08201, 1.30658], [0.48954, -1.06899, -2.05065], [1.72613, -1.92449, -2.04291], [0.90789, -1.79617, -1.54405]]}



# 2
{"formula": "C2H11NO2S2", "method": "wB97M-V/def2-TZVPD", "largest_force_ha_per_bohr": 0.0925, "homo_energy_ev": [-13.1862, -13.1836], "multiplicity": 2, "total_charge": 1, "elements": ["N", "C", "C", "S", "S", "H", "H", "H", "H", "H", "H", "H", "H", "H", "O", "H", "H", "O"], "coordinates": [[-2.03192, 0.04346, 0.86535], [-0.92325, 0.98754, 0.55973], [0.28521, 0.81368, 1.44163], [1.48394, 1.99889, 0.82004], [3.27453, 0.81357, 1.06507], [-2.78874, 0.29487, 1.58053], [-2.55503, -0.08120, -0.00410], [-1.24091, 2.03563, 0.62241], [-0.69091, 0.71198, -0.37534], [0.71154, -0.22723, 1.28038], [0.10398, 1.02168, 2.56039], [3.23287, -0.50519, 0.78706], [-2.39283, -1.77643, -2.54749], [-0.86674, -2.38702, -2.38864], [-1.67737, -1.91978, -1.95378], [2.39938, -0.56389, -0.71112], [1.53966, -0.31276, -2.05290], [2.13660, -0.94780, -1.54922]]}



# 3
{"formula": "C2H11NO3", "method": "wB97M-V/def2-TZVPD", "largest_force_ha_per_bohr": 0.0794, "homo_energy_ev": -9.2011, "multiplicity": 1, "elements": ["C", "N", "C", "O", "H", "H", "H", "H", "H", "H", "H", "O", "H", "H", "O", "H", "H"], "coordinates": [[0.16563, -0.34981, -1.93771], [-1.23698, 0.03960, -1.49141], [-1.52610, 0.17862, -0.17061], [-0.74097, 1.30284, 0.39231], [0.43989, -1.29767, -1.48495], [0.32555, -0.38169, -3.04342], [0.72802, 0.52425, -1.68290], [-1.58348, 0.84325, -2.03521], [-1.23844, -0.69434, 0.42711], [-2.55035, 0.43959, 0.12981], [-1.12521, 2.13982, -0.03437], [0.22057, -1.68300, 2.11301], [-0.15988, -2.14111, 1.39010], [1.05521, -1.42213, 1.73592], [2.71282, 1.03168, 2.02184], [2.27905, 0.22988, 2.47115], [2.23468, 1.24023, 1.19934]]}



# 4
{"formula": "C2H11NO3", "method": "wB97M-V/def2-TZVPD", "largest_force_ha_per_bohr": 0.0476, "homo_energy_ev": -10.2644, "multiplicity": 1, "elements": ["C", "N", "C", "H", "H", "H", "H", "H", "O", "H", "H", "O", "H", "H", "O", "H", "H"], "coordinates": [[-0.04136, -0.48418, -1.55890], [-0.32583, -0.54927, -0.31921], [0.83617, -0.32886, 0.56278], [-0.76438, -0.19154, -2.31393], [0.88198, -0.98486, -1.87014], [1.16321, 0.70140, 0.44509], [1.74638, -0.92686, 0.41077], [0.51964, -0.46522, 1.59476], [0.97543, -4.06814, -0.38791], [0.11725, -3.64981, -0.51528], [1.41554, -3.35918, 0.01385], [-1.99082, 1.60897, 0.56846], [-1.29420, 0.98002, 0.28770], [-2.81424, 1.18101, 0.31101], [0.22688, 3.39874, 0.99531], [-0.56716, 2.84930, 0.94293], [-0.08447, 4.28848, 0.83269]]}



# 5
{"formula": "C2H11NO4", "method": "wB97M-V/def2-TZVPD", "largest_force_ha_per_bohr": 0.0804, "homo_energy_ev": -9.8501, "multiplicity": 1, "elements": ["C", "C", "N", "O", "H", "H", "H", "H", "H", "O", "H", "H", "O", "H", "H", "O", "H", "H"], "coordinates": [[-1.43784, -2.84808, -1.27744], [-0.81114, -1.57234, -0.54053], [0.28784, -1.84978, 0.26841], [-1.18022, -0.44311, -0.53204], [-1.70177, -2.49157, -2.25972], [-2.38588, -3.01668, -0.76342], [-0.76956, -3.64337, -1.24067], [0.63997, -2.79983, 0.60991], [0.63627, -1.06347, 0.79064], [-1.37956, 2.56638, -0.39151], [-1.68860, 3.39082, -0.83514], [-1.59669, 1.73386, -0.80059], [2.16557, 0.75767, 2.36924], [2.59324, 0.81633, 1.55284], [2.92822, 0.64928, 2.91974], [1.65067, 2.17185, -0.25278], [1.94752, 3.02094, -0.67191], [0.82452, 2.45236, 0.18393]]}



# 6
{"formula": "C2H11NSi2", "method": "wB97M-V/def2-TZVPD", "largest_force_ha_per_bohr": 0.0874, "homo_energy_ev": -7.9391, "multiplicity": 1, "elements": ["C", "C", "N", "Si", "Si", "H", "H", "H", "H", "H", "H", "H", "H", "H", "H", "H"], "coordinates": [[-1.53249, 1.52616, -0.85880], [-1.48485, -1.57763, -0.31228], [2.77113, -0.79406, 0.63634], [1.91765, 0.71073, 0.60640], [-0.94665, 0.06186, 0.31804], [-1.81557, 1.06232, -1.70871], [-2.43720, 2.01289, -0.50723], [-0.68474, 2.27177, -0.90629], [-1.47877, -1.69249, -1.39721], [-1.19866, -2.42156, 0.34611], [-2.62122, -1.64214, -0.20657], [3.69901, -0.68584, 0.83880], [2.62923, -1.69395, 0.18503], [2.37871, 1.41958, 1.87390], [2.17275, 1.43535, -0.63115], [-1.36834, 0.00701, 1.72362]]}



# 7
{"formula": "C2H12CaN3S", "method": "wB97M-V/def2-TZVPD", "largest_force_ha_per_bohr": 0.0463, "homo_energy_ev": [-3.0653, -0.2257], "multiplicity": 1, "total_charge": -1, "elements": ["C", "Ca", "N", "H", "H", "H", "H", "H", "H", "H", "H", "N", "C", "N", "S", "H", "H", "H", "H"], "coordinates": [[1.32086, -0.07482, -1.89854], [-0.65125, 1.17071, -0.86288], [-1.54504, 3.04191, 0.52004], [-1.01070, 2.01391, -2.75541], [-2.57163, 3.13227, 0.35220], [2.02844, 1.41426, -1.11884], [1.63343, 0.63082, -2.72162], [0.84673, -0.91134, -2.51606], [2.21529, -0.71182, -1.63869], [-1.32932, 2.77822, 1.50219], [-1.16701, 3.97224, 0.31301], [0.20228, -2.65788, 0.28955], [-0.18752, -1.73949, 1.23489], [0.37028, -1.75951, 2.47186], [-1.49627, -0.64076, 0.95173], [0.84995, -3.42893, 0.46692], [-0.30984, -2.57026, -0.60456], [-0.15704, -1.18134, 3.17067], [0.95838, -2.47819, 2.84355]]}



# 8
{"formula": "C2H12InO5", "method": "wB97M-V/def2-TZVPD", "largest_force_ha_per_bohr": 0.0386, "homo_energy_ev": -23.1479, "multiplicity": 1, "total_charge": 3, "elements": ["In", "O", "H", "H", "O", "H", "H", "O", "H", "H", "C", "C", "O", "O", "H", "H", "H", "H", "H", "H"], "coordinates": [[5.41411, -31.41848, 15.64770], [6.58142, -33.82982, 14.50006], [7.50255, -33.85975, 14.75862], [6.47130, -34.58092, 13.91702], [3.29709, -33.33257, 14.79721], [2.87887, -33.72422, 14.03045], [2.79658, -33.66784, 15.54106], [4.97536, -29.37224, 17.70556], [5.47996, -29.29127, 18.51492], [4.67356, -28.48283, 17.52092], [1.86892, -29.88626, 16.32482], [2.00057, -29.96725, 14.79278], [3.34504, -29.61343, 14.57774], [2.59725, -30.99312, 16.82572], [0.85037, -30.00915, 16.69301], [2.33653, -28.96926, 16.68336], [1.33486, -29.37170, 14.16808], [1.84531, -30.98971, 14.44843], [3.26287, -28.97188, 13.86833], [2.49380, -30.91566, 17.77698]]}